# C25H72O15

A cluster of 15 separate species, C25H72O15 in total at a distorted geometry (wB97M-V/def2-TZVPD, the Open Molecules 2025 dataset).

```
! RIJCOSX wB97M-V def2-TZVPD def2/J DEFGRID3
* xyz 0 1
C -3.427 0.205 3.929
C -4.583 1.172 3.679
C -4.831 1.208 2.174
O -3.825 0.379 1.648
C -3.426 -0.598 2.581
H -3.397 -0.378 4.850
H -2.481 0.743 3.988
H -4.266 2.174 3.968
H -5.463 0.854 4.238
H -4.771 2.214 1.759
H -5.853 0.906 1.946
H -2.415 -0.958 2.393
H -4.045 -1.495 2.551
C 0.627 0.383 0.006
C 0.847 -1.055 0.374
C 0.803 -0.976 1.897
O -0.065 0.129 2.229
C -0.443 0.802 1.010
H 0.339 0.417 -1.045
H 1.571 0.908 0.146
H 1.628 -1.576 -0.179
H -0.065 -1.607 0.146
H 1.774 -0.754 2.339
H 0.455 -1.919 2.319
H -0.388 1.865 1.247
H -1.431 0.420 0.754
C 1.865 4.823 4.275
C 1.877 3.580 3.449
C 2.158 4.071 2.048
O 3.023 5.179 2.347
C 3.010 5.623 3.716
H 1.777 4.658 5.348
H 1.003 5.434 4.008
H 0.919 3.071 3.558
H 2.714 2.940 3.727
H 1.245 4.359 1.526
H 2.688 3.360 1.414
H 2.754 6.679 3.788
H 3.867 5.309 4.313
C 5.305 1.953 0.950
C 5.218 0.989 -0.247
C 5.306 -0.409 0.354
O 5.126 -0.298 1.725
C 4.734 1.061 2.097
H 4.708 2.846 0.761
H 6.327 2.160 1.266
H 6.024 1.092 -0.974
H 4.308 1.187 -0.813
H 6.295 -0.839 0.195
H 4.566 -1.119 -0.014
H 5.186 1.358 3.044
H 3.663 1.216 2.226
O 2.279 -4.460 0.598
H 3.206 -4.313 0.410
H 1.842 -4.351 -0.247
O -0.667 3.827 -1.286
H -1.237 3.809 -0.517
H -1.269 3.814 -2.030
O -3.665 0.769 -1.196
H -3.653 0.557 -0.263
H -3.932 -0.045 -1.624
O 2.128 3.049 -1.372
H 1.953 2.302 -1.945
H 1.288 3.503 -1.306
O 0.046 -4.632 2.444
H -0.262 -5.501 2.186
H 0.775 -4.451 1.851
O 0.879 -4.370 -1.726
H 0.105 -3.892 -1.431
H 0.597 -5.284 -1.764
O -2.202 -3.479 3.686
H -2.668 -4.189 4.127
H -1.550 -3.920 3.142
O -1.005 -1.242 4.696
H -1.467 -1.962 4.266
H -0.647 -0.723 3.976
C -0.922 1.190 -3.761
C -1.957 2.158 -4.404
C -2.982 1.271 -5.033
O -2.570 2.898 -3.400
H -0.396 0.631 -4.535
H -1.402 0.613 -2.971
H -0.110 1.730 -3.272
H -1.442 2.678 -5.211
H -3.633 1.816 -5.716
H -3.559 0.550 -4.454
H -2.470 0.704 -5.811
H -2.896 2.321 -2.706
C 0.674 -1.929 -3.972
C 2.144 -1.516 -4.277
C 3.107 -2.042 -3.147
O 2.576 -2.121 -5.545
H 0.250 -1.550 -3.042
H 0.493 -3.004 -4.008
H 0.104 -1.635 -4.853
H 2.242 -0.432 -4.347
H 2.670 -1.859 -2.165
H 4.011 -1.440 -3.240
H 3.363 -3.087 -3.324
H 3.536 -2.098 -5.538
C -4.109 -3.906 -2.121
C -3.744 -2.496 -1.598
C -2.376 -2.473 -1.006
O -3.675 -1.492 -2.648
H -5.177 -4.000 -2.313
H -3.646 -4.624 -1.444
H -3.683 -4.127 -3.100
H -4.433 -2.002 -0.912
H -2.418 -2.948 -0.026
H -2.027 -1.467 -0.771
H -1.592 -2.944 -1.599
H -3.359 -1.930 -3.442
*
```

Summary:
HOMO level (Ha): -0.34323
LUMO level (eV): -0.25
Relative energy (zero: lowest compared OMol25 entry of this formula, charge and spin) (kcal per mole): 0.0

Here are the Löwdin charges for atoms 1 to 8, given in e:
1. C -0.1375
2. C -0.1572
3. C -0.1972
4. O -0.1836
5. C -0.1881
6. H 0.1096
7. H 0.1006
8. H 0.1072

=====

# C25H73AsF6N6O9

A structure of composition C25H73AsF6N6O9 at a distorted geometry (wB97M-V/def2-TZVPD, the Open Molecules 2025 dataset).

```
! RIJCOSX wB97M-V def2-TZVPD def2/J DEFGRID3
* xyz 4 1
C -8.597 -1.573 -8.290
C -9.563 -1.012 -7.284
C -8.956 -0.356 -6.044
O -10.076 0.188 -5.243
C -9.711 0.350 -3.818
N -10.355 0.146 -7.976
H -10.866 0.590 -7.146
H -9.694 0.806 -8.351
H -11.074 -0.248 -8.666
H -8.232 -2.527 -7.867
H -7.660 -0.957 -8.377
H -9.052 -1.667 -9.255
H -10.284 -1.721 -6.909
H -8.298 0.421 -6.286
H -8.439 -1.217 -5.551
H -10.540 0.893 -3.380
H -8.796 0.867 -3.503
H -9.653 -0.604 -3.302
C -4.299 -2.813 3.601
C -5.680 -3.482 3.688
C -5.819 -4.604 4.745
O -5.764 -3.999 6.074
C -5.204 -4.885 7.043
N -6.697 -2.447 4.235
H -6.814 -1.583 3.716
H -7.577 -2.942 4.328
H -6.314 -2.243 5.158
H -4.333 -1.829 3.070
H -3.616 -3.456 3.037
H -3.889 -2.591 4.608
H -6.116 -3.689 2.668
H -5.009 -5.288 4.618
H -6.763 -5.157 4.745
H -4.180 -5.126 6.765
H -5.763 -5.830 7.120
H -5.145 -4.276 7.982
C 6.296 7.002 4.394
C 4.892 7.180 3.890
C 4.712 6.820 2.416
O 3.330 6.739 2.168
C 2.983 6.626 0.732
N 4.062 6.159 4.584
H 3.258 5.795 4.059
H 4.622 5.355 4.826
H 3.744 6.399 5.530
H 6.610 5.994 4.197
H 6.459 7.162 5.428
H 7.048 7.621 3.928
H 4.431 8.153 4.093
H 5.125 5.775 2.226
H 5.144 7.557 1.733
H 3.422 7.422 0.128
H 1.866 6.761 0.648
H 3.241 5.624 0.432
C 6.516 -6.670 6.972
C 7.963 -6.054 6.972
C 7.921 -4.552 6.651
O 7.405 -3.959 7.864
C 6.778 -2.663 7.692
N 8.506 -6.167 8.318
H 9.457 -5.938 8.446
H 7.962 -5.396 8.766
H 8.344 -7.110 8.661
H 5.826 -5.938 7.454
H 6.441 -7.671 7.251
H 6.239 -6.605 5.914
H 8.621 -6.559 6.326
H 7.228 -4.508 5.785
H 8.900 -4.163 6.390
H 6.333 -2.404 8.648
H 6.063 -2.711 6.878
H 7.518 -1.970 7.332
C -0.684 4.775 -3.747
C 0.221 4.379 -2.638
C 5.303 2.402 -5.377
O 4.577 2.166 -6.390
C 4.830 0.849 -7.252
N 1.359 3.809 -2.720
H 1.931 3.374 -1.884
H 1.721 3.545 -3.645
H 5.704 4.476 -0.569
H -0.653 4.322 -4.727
H -0.573 5.859 -3.837
H -1.744 4.676 -3.385
H -0.064 4.843 -1.692
H 5.281 3.413 -4.959
H 5.781 1.754 -4.664
H 3.929 0.244 -7.362
H 5.651 0.250 -6.790
H 4.946 1.085 -8.305
C -2.832 -2.283 -4.935
C -1.525 -1.988 -4.166
C -0.276 -1.815 -5.064
O 0.705 -1.105 -4.325
C 1.856 -1.910 -4.053
N -1.566 -0.771 -3.315
H -0.730 -0.706 -2.751
H -1.774 0.067 -3.817
H -2.326 -0.905 -2.563
H -3.102 -1.474 -5.618
H -3.664 -2.535 -4.143
H -2.637 -3.157 -5.533
H -1.377 -2.776 -3.399
H -0.488 -1.269 -6.053
H 0.117 -2.853 -5.265
H 1.570 -2.751 -3.345
H 2.593 -1.288 -3.594
H 2.342 -2.375 -4.943
As -0.275 0.919 -0.295
F 0.136 -0.559 -1.172
F 1.368 0.874 0.196
F -0.656 2.383 0.567
F -1.865 0.766 -1.029
F -0.878 0.005 1.008
F 0.161 1.953 -1.706
O 4.291 2.142 0.943
C 4.405 3.178 0.209
O 5.546 3.721 0.188
O 3.392 3.540 -0.596
H 3.538 1.507 0.825
*
```

Summary:
HOMO level (Ha): -0.28032
LUMO level (eV): -6.38

Here are the Löwdin charges for atoms 1 to 8, given in e:
1. C -0.0345
2. C -0.3115
3. C -0.1575
4. O -0.2019
5. C -0.0587
6. N 0.2140
7. H 0.1796
8. H 0.1560

=====

# C25H73N3O13

A cluster of 10 separate species, C25H73N3O13 in total at a distorted geometry (wB97M-V/def2-TZVPD, the Open Molecules 2025 dataset).

```
! RIJCOSX wB97M-V def2-TZVPD def2/J DEFGRID3
* xyz 1 2
C -1.460 -2.218 4.165
O -0.996 -3.625 4.136
C -0.901 -4.102 2.814
C 0.319 -3.555 1.989
N 1.484 -4.408 1.903
C 2.659 -3.544 1.949
C 3.972 -4.355 1.995
O 5.060 -3.473 2.131
C 5.642 -3.200 0.845
H -0.730 -1.516 3.762
H -1.603 -2.038 5.230
H -2.437 -2.083 3.700
H -1.792 -3.965 2.200
H -0.711 -5.163 2.972
H 0.584 -2.607 2.459
H -0.075 -3.379 0.989
H 1.464 -5.164 2.572
H 2.664 -2.882 2.815
H 2.635 -2.876 1.088
H 4.075 -5.079 1.187
H 3.908 -5.010 2.864
H 6.167 -4.075 0.461
H 6.340 -2.374 0.975
H 4.934 -2.928 0.062
C -3.759 -1.074 -7.227
O -3.599 -2.302 -6.629
C -3.865 -2.324 -5.205
C -3.905 -3.704 -4.562
N -4.257 -3.555 -3.110
C -3.249 -2.865 -2.260
C -3.734 -2.570 -0.821
O -4.270 -3.696 -0.254
C -4.723 -3.360 1.033
H -3.313 -1.076 -8.222
H -3.387 -0.247 -6.622
H -4.812 -0.823 -7.358
H -4.854 -1.882 -5.085
H -3.227 -1.587 -4.717
H -2.964 -4.237 -4.699
H -4.576 -4.377 -5.095
H -4.642 -4.404 -2.719
H -3.015 -1.877 -2.656
H -2.311 -3.418 -2.295
H -4.385 -1.697 -0.864
H -2.833 -2.271 -0.285
H -5.358 -2.478 1.119
H -3.865 -3.295 1.703
H -5.379 -4.178 1.331
C -1.616 4.552 3.539
O -0.214 4.283 3.497
C 0.199 3.185 2.717
C 1.182 3.619 1.653
N 0.606 4.478 0.631
C 1.565 5.079 -0.315
C 2.760 5.812 0.204
O 2.398 7.068 0.829
C 3.529 7.828 1.222
H -1.818 5.571 3.869
H -2.151 3.876 4.206
H -2.077 4.489 2.553
H -0.648 2.620 2.330
H 0.645 2.505 3.442
H 1.669 2.794 1.133
H 2.091 4.080 2.038
H 0.067 5.180 1.118
H 1.029 5.809 -0.922
H 1.885 4.247 -0.943
H 3.368 6.129 -0.642
H 3.319 5.100 0.811
H 3.889 8.283 0.300
H 4.390 7.296 1.627
H 3.359 8.634 1.936
C 1.156 -3.728 -1.774
O 1.593 -4.859 -0.979
H 0.916 -2.874 -1.140
H 1.940 -3.441 -2.474
H 0.318 -4.043 -2.396
H 1.645 -4.573 -0.064
C 3.376 1.212 2.933
O 3.634 1.189 1.561
H 3.879 0.488 3.575
H 3.504 2.208 3.356
H 2.320 0.994 3.097
H 4.585 1.231 1.435
C -1.765 4.115 -1.655
O -1.583 3.294 -0.529
H -1.688 5.114 -1.226
H -0.919 4.037 -2.338
H -2.730 3.903 -2.116
H -0.835 3.520 0.028
C 3.646 1.504 -2.278
O 4.764 1.518 -3.164
H 2.760 0.915 -2.512
H 3.907 1.379 -1.227
H 3.226 2.509 -2.322
H 5.269 0.723 -2.976
C 0.284 -0.082 0.675
O 1.631 -0.436 0.280
H 0.112 0.916 0.271
H -0.376 -0.848 0.266
H 0.150 -0.138 1.755
H 2.226 0.126 0.782
C -3.146 1.055 1.787
O -2.037 0.446 2.519
H -3.257 2.001 2.317
H -3.023 1.225 0.718
H -4.027 0.441 1.976
H -2.118 0.684 3.445
C -0.991 0.440 -2.714
O -1.294 0.136 -4.048
H -1.229 -0.399 -2.060
H 0.054 0.681 -2.517
H -1.598 1.240 -2.289
H -0.625 0.577 -4.577
*
```

Summary:
HOMO level (alpha / beta) (Ha): -0.40309 / -0.40309
LUMO level (alpha / beta) (eV): -2.46 / -7.56
Relative energy (zero: lowest compared OMol25 entry of this formula, charge and spin) (kcal per mole): 12.6

Here are the Löwdin charges for atoms 1 to 8, given in e:
1. C -0.0631
2. O -0.1726
3. C -0.2019
4. C -0.1925
5. N -0.0712
6. C -0.2003
7. C -0.2245
8. O -0.1743

=====

# C25H75BrN15O10

A cluster of 11 separate species, C25H75BrN15O10 in total at a distorted geometry (wB97M-V/def2-TZVPD, the Open Molecules 2025 dataset).

```
! RIJCOSX wB97M-V def2-TZVPD def2/J DEFGRID3
* xyz -1 1
Br -16.220 -20.063 -14.234
C -18.337 -15.018 -17.608
C -17.595 -16.008 -18.593
C -16.230 -15.503 -19.088
O -16.316 -14.107 -19.630
C -15.668 -13.281 -18.726
N -17.310 -17.247 -17.824
H -19.142 -15.491 -17.045
H -18.714 -14.064 -17.977
H -17.595 -14.750 -16.855
H -18.075 -16.435 -19.473
H -15.878 -16.146 -19.894
H -15.460 -15.650 -18.330
H -14.639 -13.454 -18.409
H -16.301 -13.098 -17.858
H -15.684 -12.281 -19.160
H -16.940 -17.983 -18.408
H -17.921 -17.633 -17.118
C -17.991 -22.294 -21.113
C -18.265 -21.006 -20.287
C -19.517 -21.196 -19.449
O -19.800 -20.335 -18.343
C -20.337 -19.077 -18.799
N -17.189 -20.837 -19.273
H -18.003 -23.227 -20.549
H -17.065 -22.249 -21.687
H -18.726 -22.374 -21.914
H -18.555 -20.109 -20.834
H -19.535 -22.224 -19.088
H -20.397 -21.148 -20.089
H -20.646 -18.436 -17.973
H -21.170 -19.273 -19.474
H -19.637 -18.453 -19.356
H -17.641 -20.314 -18.536
H -16.946 -21.767 -18.965
C -11.576 -16.654 -9.828
C -13.002 -16.355 -10.567
C -14.116 -17.052 -9.905
O -15.416 -16.674 -10.401
C -15.806 -17.439 -11.571
N -13.074 -14.901 -10.709
H -11.519 -16.329 -8.789
H -10.864 -15.961 -10.278
H -11.085 -17.627 -9.852
H -12.971 -16.586 -11.632
H -14.157 -16.877 -8.830
H -13.904 -18.117 -10.001
H -16.881 -17.334 -11.427
H -15.464 -18.473 -11.620
H -15.476 -16.922 -12.472
H -12.321 -14.560 -11.289
H -13.960 -14.726 -11.163
C -14.572 -22.287 -17.092
C -13.979 -20.931 -17.472
C -13.039 -20.901 -18.656
O -11.828 -21.351 -18.106
C -10.698 -20.977 -18.976
N -15.122 -19.923 -17.687
H -15.054 -22.901 -17.853
H -15.410 -22.084 -16.425
H -13.892 -22.892 -16.493
H -13.437 -20.681 -16.559
H -12.976 -19.866 -18.991
H -13.521 -21.465 -19.455
H -10.688 -19.888 -19.024
H -10.837 -21.480 -19.933
H -9.790 -21.398 -18.544
H -15.617 -20.122 -16.829
H -15.736 -20.088 -18.472
C -18.648 -23.236 -9.569
C -19.683 -22.318 -10.136
C -19.010 -20.995 -10.806
O -20.083 -20.239 -11.325
C -19.484 -19.045 -11.928
N -20.380 -22.939 -11.224
H -18.819 -24.252 -9.924
H -18.672 -23.312 -8.482
H -17.711 -22.774 -9.879
H -20.361 -22.130 -9.303
H -18.314 -21.227 -11.612
H -18.510 -20.426 -10.022
H -19.509 -18.201 -11.239
H -20.087 -18.886 -12.822
H -18.482 -19.059 -12.356
H -21.096 -23.531 -10.825
H -19.708 -23.580 -11.621
C -13.337 -20.837 -11.235
O -12.673 -21.146 -10.232
N -14.588 -21.159 -11.240
N -12.919 -20.232 -12.327
H -15.222 -20.973 -12.003
H -14.944 -21.627 -10.419
H -11.997 -19.819 -12.333
H -13.617 -19.820 -12.929
C -16.991 -24.703 -12.607
O -18.167 -24.387 -12.573
N -16.007 -23.933 -12.980
N -16.600 -25.928 -12.390
H -15.104 -24.259 -12.665
H -16.253 -23.039 -13.379
H -17.248 -26.620 -12.043
H -15.665 -26.278 -12.235
C -14.687 -15.817 -15.280
O -14.873 -14.806 -15.881
N -15.272 -16.873 -15.586
N -13.844 -16.030 -14.278
H -15.161 -17.660 -14.962
H -15.933 -16.986 -16.341
H -13.685 -16.961 -13.919
H -13.306 -15.265 -13.897
C -19.655 -22.476 -14.486
O -20.039 -21.730 -13.630
N -20.505 -23.430 -14.811
N -18.459 -22.421 -15.139
H -20.259 -24.229 -15.378
H -21.424 -23.283 -14.418
H -18.315 -22.952 -15.986
H -17.914 -21.696 -14.696
C -19.592 -17.108 -14.979
O -20.686 -16.544 -14.836
N -18.558 -16.943 -14.132
N -19.368 -18.095 -15.824
H -17.701 -17.363 -14.463
H -18.512 -16.232 -13.416
H -18.551 -18.584 -15.488
H -20.120 -18.462 -16.391
*
```

Summary:
HOMO level (Ha): -0.20888
LUMO level (eV): 2.12

Here are the Löwdin charges for atoms 1 to 8, given in e:
1. Br 0.0706
2. C -0.0153
3. C -0.3507
4. C -0.1472
5. O -0.1725
6. C -0.1778
7. N 0.0207
8. H 0.0531